Computed, not measured: 6 unconnected molecules or ions with the total composition C47H50ClF5N3O3, with ωB97M-V with the def2-TZVPD basis set.

Geometry (Å):
C 7.721 0.206 3.361
C 6.290 0.394 2.849
C 6.193 0.331 1.328
O 6.006 -0.992 0.796
C 4.795 -1.581 1.038
N 3.679 -0.860 0.273
C 2.907 -1.771 -0.643
C 1.712 -2.469 0.001
Cl 2.159 -3.924 0.891
N 0.920 -1.570 0.832
O 0.510 -0.566 -0.094
C -0.759 -0.052 0.161
O -1.561 -0.597 0.852
C -0.921 1.236 -0.566
C -1.723 1.302 -1.697
C -1.835 2.510 -2.371
C -1.149 3.627 -1.920
C -0.356 3.564 -0.781
C -0.240 2.357 -0.106
C 1.767 -0.956 1.850
C 0.948 -0.264 2.940
C 1.834 0.189 4.070
N 2.018 -0.584 5.051
C 2.811 -0.046 1.211
H 8.419 0.752 2.727
H 7.821 0.540 4.389
H 8.001 -0.846 3.299
H 5.948 1.393 3.136
H 5.614 -0.311 3.336
H 5.402 1.003 0.968
H 7.118 0.694 0.888
H 4.524 -1.640 2.094
H 4.839 -2.596 0.653
H 4.166 -0.195 -0.330
H 3.596 -2.488 -1.084
H 2.530 -1.163 -1.465
H 1.056 -2.770 -0.814
H -2.227 0.410 -2.039
H -2.443 2.562 -3.263
H -1.231 4.557 -2.468
H 0.189 4.418 -0.414
H 0.382 2.293 0.779
H 2.330 -1.743 2.357
H 0.370 0.577 2.554
H 0.256 -1.012 3.322
H 2.301 1.176 3.990
H 2.637 -0.159 5.742
H 2.406 0.835 0.720
H 3.472 0.303 2.005
F 2.423 4.764 -0.606
C 2.828 5.598 -1.602
C 4.177 5.707 -1.862
C 4.589 6.556 -2.879
C 3.656 7.279 -3.607
C 2.304 7.154 -3.320
C 1.878 6.303 -2.310
H 4.888 5.140 -1.276
H 5.643 6.652 -3.102
H 3.982 7.942 -4.397
H 1.575 7.721 -3.882
H 0.829 6.191 -2.074
F 2.754 -3.786 8.037
C 2.132 -4.465 7.051
C 1.819 -3.797 5.885
C 1.183 -4.503 4.872
C 0.867 -5.845 5.038
C 1.193 -6.488 6.224
C 1.834 -5.799 7.243
H 2.063 -2.748 5.769
H 0.929 -3.998 3.947
H 0.367 -6.387 4.247
H 0.945 -7.532 6.360
H 2.101 -6.282 8.173
F -4.640 -1.470 -3.377
C -5.312 -1.271 -2.217
C -6.689 -1.323 -2.200
C -7.335 -1.114 -0.989
C -6.606 -0.856 0.166
C -5.220 -0.810 0.118
C -4.566 -1.021 -1.086
H -7.236 -1.515 -3.113
H -8.416 -1.145 -0.949
H -7.122 -0.686 1.101
H -4.645 -0.605 1.011
H -3.489 -1.004 -1.154
F -8.911 2.581 -0.054
C -8.155 3.191 -0.989
C -8.418 4.508 -1.306
C -7.633 5.128 -2.268
C -6.611 4.430 -2.897
C -6.370 3.105 -2.559
C -7.143 2.475 -1.595
H -9.224 5.031 -0.809
H -7.822 6.161 -2.527
H -6.006 4.918 -3.649
H -5.578 2.553 -3.050
H -6.969 1.446 -1.313
F 0.446 -6.042 -5.759
C -0.532 -5.275 -5.239
C -1.310 -4.515 -6.089
C -2.316 -3.729 -5.545
C -2.528 -3.706 -4.173
C -1.728 -4.480 -3.341
C -0.722 -5.276 -3.871
H -1.126 -4.544 -7.154
H -2.939 -3.132 -6.198
H -3.308 -3.088 -3.752
H -1.891 -4.468 -2.271
H -0.095 -5.896 -3.243

Forces on atoms 1 to 6 (eV/Å):
-0.2 -0.4 -0.3
0.3 0.5 0.0
-0.1 0.1 0.4
-0.1 0.2 -0.2
0.3 -0.6 0.0
-0.2 0.1 0.2

Values from the calculation:
LUMO energy (eV): -2.73
E_tot (eV): -86264.16365
Net charge: +1
Gap between HOMO and LUMO (Ha): 0.2886
HOMO level (Ha): -0.3888